ORCA calculation (ωB97M-V with the def2-TZVPD basis set) on an isolated molecule of C20H26N2O3.

The geometry in XYZ format:
```
51
Properties=species:S:1:pos:R:3:forces:R:3:lowdin_charge:R:1
C 1.9315 1.9021 0.0309 -0.3 -0.1 0.1 -0.06
C 0.9908 1.2573 1.0422 0.3 0.1 0.0 -0.36
C 0.7870 2.1486 2.2697 -0.1 -0.2 -0.2 -0.14
C -0.3116 1.5642 3.1695 -0.2 0.3 0.1 -0.13
N -0.3836 0.1224 3.0075 0.0 0.2 0.1 -0.06
C -1.5812 -0.4456 2.7405 0.3 -0.3 0.1 -0.45
O -2.6186 0.1857 2.8450 -0.4 0.0 0.0 0.05
C -1.5770 -1.9087 2.3153 -0.4 0.0 -0.1 -0.09
C -2.8611 -2.2469 1.5548 0.3 0.3 -0.2 -0.14
C -2.9523 -1.4193 0.2739 -0.6 0.0 0.4 -0.17
O -1.7912 -1.6783 -0.5019 0.4 0.0 -0.3 -0.03
C -1.2954 -0.7254 -1.3105 -0.2 0.4 -0.1 -0.22
C -1.8951 0.4466 -1.6328 -0.3 -0.5 0.4 0.08
C -1.2731 1.4341 -2.4760 0.2 0.0 -0.1 -0.43
O -1.7936 2.5007 -2.7600 -0.2 0.1 0.1 0.04
N -0.0062 1.1168 -2.9682 -0.1 0.3 -0.1 -0.01
C 0.6287 2.1059 -3.8127 0.0 0.3 -0.1 -0.02
C 0.6279 -0.0638 -2.6864 0.1 -0.6 0.3 -0.16
C 1.9017 -0.3544 -3.1980 0.0 0.1 -0.1 -0.02
C 2.5308 -1.5402 -2.8929 -0.1 0.0 0.1 -0.07
C 1.9178 -2.4819 -2.0729 0.1 -0.1 0.0 -0.08
C 0.6681 -2.2195 -1.5635 -0.1 0.1 -0.1 -0.02
C 0.0110 -1.0205 -1.8552 0.2 -0.1 -0.1 -0.09
C 0.9157 -0.4873 2.8585 0.3 -0.3 -0.2 -0.14
C 1.5286 -0.1080 1.4986 -0.2 0.1 0.1 -0.12
H 1.4841 2.8024 -0.3835 0.0 0.1 -0.1 0.08
H 2.1404 1.2104 -0.7824 0.1 0.0 -0.1 0.06
H 2.8739 2.1712 0.5043 0.1 0.0 0.0 0.08
H 0.0164 1.1105 0.5628 0.0 0.0 0.0 0.13
H 0.5028 3.1544 1.9603 0.0 0.1 0.0 0.12
H 1.7311 2.2230 2.8139 0.1 0.1 0.0 0.12
H -0.1210 1.8082 4.2211 -0.1 0.0 0.0 0.13
H -1.2928 1.9606 2.9001 0.2 0.0 0.1 0.12
H -0.7269 -2.1123 1.6662 0.1 -0.1 0.1 0.10
H -1.4985 -2.5335 3.2079 0.1 0.0 0.0 0.13
H -3.7286 -2.0124 2.1708 0.0 0.0 0.0 0.12
H -2.8691 -3.3095 1.3094 0.0 0.0 0.0 0.12
H -3.0094 -0.3615 0.5423 0.0 -0.1 -0.1 0.11
H -3.8454 -1.6891 -0.3024 0.1 0.1 0.0 0.14
H -2.8761 0.7164 -1.2773 -0.1 0.0 0.0 0.12
H 1.5659 2.4485 -3.3718 0.0 0.0 0.0 0.09
H -0.0634 2.9449 -3.8848 0.2 -0.1 0.0 0.09
H 0.8124 1.7053 -4.8106 0.1 0.0 0.0 0.10
H 2.4031 0.3519 -3.8384 0.0 0.1 0.0 0.10
H 3.5118 -1.7388 -3.2983 0.1 0.0 0.0 0.11
H 2.4191 -3.4091 -1.8419 0.0 -0.1 0.0 0.10
H 0.1654 -2.9362 -0.9329 0.0 -0.1 0.1 0.12
H 1.5417 -0.0979 3.6683 0.0 -0.1 0.0 0.13
H 0.8562 -1.5672 2.9843 0.0 0.1 0.1 0.12
H 1.2926 -0.8597 0.7435 0.0 0.0 0.0 0.10
H 2.6149 -0.0651 1.5938 0.1 0.0 0.0 0.12
```
Forces are in eV/Å.

Values from the calculation:
E_LUMO: 0.40 eV
SMILES: CC1CCN(C(=O)CCCOc2cc(=O)n(C)c3ccccc23)CC1
E: -1112.9988 Eh
Max |F|: 0.0140 hartree/bohr
HOMO: -8.3986 eV